[1]
Formula: C2H4BrCl3Si
Source: the Open Molecules 2025 dataset
Level of theory: wB97M-V/def2-TZVPD

Output
gap between HOMO and LUMO: 9.06 eV
multiplicity: 1
electronic energy: -117627.760 eV
ΔE to the lowest compared entry with this formula, charge and spin: 63.3 kcal/mol
net charge: 0

Geometry (Å):
1 C 0.4722 -0.3774 -0.2897
2 C -0.5286 -0.8974 0.7019
3 Si -1.6850 -2.2819 0.1021
4 Cl -2.4910 -1.3108 -1.5625
5 Cl -3.0352 -2.5588 1.5182
6 Cl -0.8321 -4.0205 -0.6275
7 Br 0.2772 -1.1665 2.5134
8 H 0.9786 0.4664 0.0462
9 H 1.2121 -1.1301 -0.4249
10 H -0.0929 -0.0499 -1.1531
11 H -1.9890 0.2876 1.0208



[2]
Formula: C2H4BrFO
Source: the Open Molecules 2025 dataset
Level of theory: wB97M-V/def2-TZVPD

Output
gap between HOMO and LUMO (alpha / beta): 7.08 / 7.07 eV
multiplicity: 3
<S²>: 2.005
electronic energy: -76942.162 eV
ΔE to the lowest compared entry with this formula, charge and spin: 0.0 kcal/mol
net charge: 0

Geometry (Å):
1 C -0.2135 0.5268 0.2589
2 C 0.6636 -0.7363 0.0335
3 O 0.4527 -1.1845 -1.1938
4 F 0.8624 -1.7045 0.9023
5 Br 2.9556 0.1515 0.0082
6 H 0.3625 1.1028 1.0368
7 H -0.1578 1.1315 -0.6410
8 H -1.2066 0.1490 0.7279
9 H 0.7524 -2.0771 -1.3638



[3]
Formula: C2H4BrN
Source: the Open Molecules 2025 dataset
Level of theory: wB97M-V/def2-TZVPD

Output
gap between HOMO and LUMO: 9.21 eV
multiplicity: 1
electronic energy: -73667.294 eV
ΔE to the lowest compared entry with this formula, charge and spin: 85.3 kcal/mol
net charge: 0

Geometry (Å):
1 C -1.5011 0.2225 0.0418
2 C 0.4176 0.3369 -0.0871
3 N -2.7177 0.7845 0.0461
4 Br -4.3338 -0.0984 0.0147
5 H -1.4730 -0.9133 0.2117
6 H 0.8138 1.1918 -0.6370
7 H 0.4156 -0.6505 -0.6666
8 H 0.5427 0.2417 1.0635



[4]
Formula: C2H4BrN
Source: the Open Molecules 2025 dataset
Level of theory: wB97M-V/def2-TZVPD

Output
gap between HOMO and LUMO (alpha / beta): 8.58 / 8.30 eV
multiplicity: 3
<S²>: 2.010
electronic energy: -73666.245 eV
ΔE to the lowest compared entry with this formula, charge and spin: 9.7 kcal/mol
net charge: 0

Geometry (Å):
1 C -0.5045 0.1793 0.8783
2 C 0.4729 0.4519 -0.1547
3 N -0.2505 -0.2268 -1.1773
4 Br 0.0203 -2.0062 -1.3518
5 H -0.4025 -0.7745 1.3122
6 H -1.3316 0.8408 0.8302
7 H 0.5476 1.4229 -0.4885
8 H 1.4483 0.1125 0.1516



[5]
Formula: C2H4BrN2
Source: the Open Molecules 2025 dataset
Level of theory: wB97M-V/def2-TZVPD

Output
gap between HOMO and LUMO (alpha / beta): 9.63 / 9.63 eV
multiplicity: 1
electronic energy: -75152.190 eV
ΔE to the lowest compared entry with this formula, charge and spin: 28.6 kcal/mol
net charge: +1

Geometry (Å):
1 N -0.7343 -0.7123 0.4473
2 C 0.0978 -0.1067 -0.4171
3 N 0.8558 0.8802 -0.0878
4 C 2.3383 0.9958 0.0931
5 Br 3.4990 -0.3406 0.0547
6 H -1.4414 -1.3691 0.1658
7 H -0.4311 -0.5614 1.4349
8 H -0.0871 -0.3255 -1.5364
9 H 2.3910 2.0642 0.1926



[6]
Formula: C2H4BrN2P
Source: the Open Molecules 2025 dataset
Level of theory: wB97M-V/def2-TZVPD

Output
gap between HOMO and LUMO: 8.96 eV
multiplicity: 1
electronic energy: -84447.006 eV
ΔE to the lowest compared entry with this formula, charge and spin: 6.3 kcal/mol
net charge: 0

Geometry (Å):
1 Br -3.6014 -0.3539 -0.0509
2 N -1.9955 0.4007 -0.5375
3 C -0.8290 -0.2798 0.0074
4 C 0.2986 0.7774 -0.1062
5 P -0.5513 2.4359 0.1630
6 N -1.9508 1.9190 -0.1121
7 H -0.6602 -1.1011 -0.7115
8 H -0.9551 -0.4628 1.0576
9 H 1.0698 0.5953 0.7924
10 H 0.7075 0.9538 -1.1931



[7]
Formula: C2H4BrNO
Source: the Open Molecules 2025 dataset
Level of theory: wB97M-V/def2-TZVPD

Output
gap between HOMO and LUMO: 8.98 eV
multiplicity: 1
electronic energy: -75716.036 eV
ΔE to the lowest compared entry with this formula, charge and spin: 77.2 kcal/mol
net charge: 0

Geometry (Å):
1 C -0.2173 -0.1233 -0.3378
2 C 0.9802 0.6300 0.3471
3 Br 2.7731 -0.1859 -0.1148
4 N 1.0357 1.9644 -0.3672
5 O 0.9140 2.9815 0.2823
6 H -0.0944 0.0614 -1.4709
7 H -1.0875 0.3536 0.0301
8 H -0.3050 -1.2149 -0.0223
9 H 1.1592 0.6767 1.4317



[8]
Formula: C2H4BrNS
Source: the Open Molecules 2025 dataset
Level of theory: wB97M-V/def2-TZVPD

Output
gap between HOMO and LUMO: 7.56 eV
multiplicity: 1
electronic energy: -84503.041 eV
ΔE to the lowest compared entry with this formula, charge and spin: 67.0 kcal/mol
net charge: 0

Geometry (Å):
1 C -1.0200 -2.5218 1.1930
2 C 0.0450 -0.8276 0.1092
3 N 0.0622 0.6297 -0.1453
4 S -2.5350 -2.8816 1.4029
5 Br 0.4494 -3.6455 1.2893
6 H 0.4181 1.2117 0.6295
7 H 0.8005 -1.1526 0.7453
8 H 0.0529 -1.4473 -0.7935
9 H -0.5888 1.0485 -0.8633



[9]
Formula: C2H4BrOP
Source: the Open Molecules 2025 dataset
Level of theory: wB97M-V/def2-TZVPD

Output
gap between HOMO and LUMO (alpha / beta): 7.48 / 6.82 eV
multiplicity: 1
electronic energy: -83514.519 eV
ΔE to the lowest compared entry with this formula, charge and spin: 70.0 kcal/mol
net charge: 0

Geometry (Å):
1 C 0.1152 -0.0318 -0.4425
2 C -1.0541 -0.0886 0.5262
3 O -4.3094 -1.5344 0.5962
4 P -3.4993 -1.1065 -0.4962
5 Br -2.4431 1.2408 0.0229
6 H 0.9862 -0.1882 0.1877
7 H 0.0639 0.9689 -0.7721
8 H -0.0227 -0.8813 -1.1016
9 H -0.6915 0.0322 1.5260



[10]
Formula: C2H4BrOP
Source: the Open Molecules 2025 dataset
Level of theory: wB97M-V/def2-TZVPD

Output
gap between HOMO and LUMO (alpha / beta): 7.25 / 6.95 eV
multiplicity: 1
electronic energy: -83513.476 eV
ΔE to the lowest compared entry with this formula, charge and spin: 94.1 kcal/mol
net charge: 0

Geometry (Å):
1 C -0.1666 0.1400 2.1911
2 C 0.1783 0.2092 -1.8762
3 O -0.5616 -1.7715 0.1675
4 P -0.2852 -0.4226 0.5295
5 Br 2.0292 0.0747 -1.8419
6 H 0.2004 1.2192 2.1870
7 H -0.9446 -0.1669 2.8044
8 H 0.0288 1.3017 -1.8582
9 H -0.4787 -0.5838 -2.3033



[11]
Formula: C2H4BrOP
Source: the Open Molecules 2025 dataset
Level of theory: wB97M-V/def2-TZVPD

Output
gap between HOMO and LUMO (alpha / beta): 7.86 / 7.69 eV
multiplicity: 1
electronic energy: -83514.711 eV
ΔE to the lowest compared entry with this formula, charge and spin: 65.6 kcal/mol
net charge: 0

Geometry (Å):
1 C 0.5822 -2.1396 -0.4620
2 C -0.8406 1.2362 0.1887
3 O 0.2648 -2.3053 0.6882
4 P 0.5613 0.8482 -0.9261
5 Br 2.1660 1.4626 0.4633
6 H 0.6478 -2.9430 -1.1639
7 H -1.5013 0.4702 0.0562
8 H -1.4099 2.2443 -0.0652
9 H -0.4703 1.1264 1.2207



[12]
Formula: C2H4BrP
Source: the Open Molecules 2025 dataset
Level of theory: wB97M-V/def2-TZVPD

Output
gap between HOMO and LUMO (alpha / beta): 7.89 / 7.08 eV
multiplicity: 1
electronic energy: -81467.607 eV
ΔE to the lowest compared entry with this formula, charge and spin: 47.2 kcal/mol
net charge: 0

Geometry (Å):
1 C -0.2713 0.6063 0.3242
2 C 1.0270 -0.0829 0.4147
3 P -0.7326 0.3265 -1.5564
4 Br -1.6612 -1.7057 -1.4878
5 H -0.8709 -0.1507 0.8893
6 H -0.3374 1.5934 0.5970
7 H 1.9110 0.4849 0.1798
8 H 0.9355 -1.0718 0.6392



> Which value of multiplicity does entry 11 give?

1